{
  "formula": "C5H8O",
  "method": "the ωB97M-V functional and the def2-TZVPD basis",
  "species": ["C", "C", "C", "C", "C", "O", "H", "H", "H", "H", "H", "H", "H", "H"],
  "xyz": [[-1.222, -0.161, -0.944], [-1.234, 0.260, 0.321], [0.058, 0.952, 0.586], [1.341, 0.165, 0.368], [0.732, 0.915, -0.768], [-0.104, 0.191, -1.650], [-1.938, -0.752, -1.502], [-2.044, 0.135, 1.029], [0.095, 1.818, 1.240], [1.331, -0.919, 0.326], [2.238, 0.593, 0.806], [1.235, 1.743, -1.257], [-0.056, -2.171, 0.827], [-0.433, -2.770, 0.617]],
  "atomic_forces_ev_per_a": [[-0.1247, -0.0348, 0.1642], [0.0266, -0.0522, -0.1812], [-0.0804, 0.1969, 0.1007], [0.1168, -0.1112, 0.0066], [0.1760, 0.2091, -0.0272], [-0.0199, 0.0301, -0.0258], [0.0875, 0.1347, 0.1120], [0.1621, -0.0457, -0.1309], [-0.0038, -0.1090, -0.1382], [-0.0814, 0.2213, 0.0317], [-0.1370, -0.0358, -0.1255], [-0.0599, -0.1143, 0.1083], [-0.0729, -0.1216, 0.0736], [0.0110, -0.1674, 0.0318]],
  "homo_lumo_gap_ev": 9.577,
  "homo_energy_ev": -8.39,
  "lumo_ev": 1.19,
  "max_force_ev_per_a": 0.27
}